# 1
A single C21H30N2O2S molecule. Source: the Open Molecules 2025 dataset; level of theory: the ωB97M-V functional and the def2-TZVPD basis.

The calculation puts the energy above the lowest of the compared OMol25 structures with the same formula, charge and spin at 3.46 kcal per mole. Its LUMO energy is 0.592 eV. The value obtained for the highest occupied orbital energy is -7.89 eV.

Each line ends with the Mulliken charge.
CARTESIAN COORDINATES (ANGSTROEM)
C  1.45958  2.74348  0.75762  -0.3632
H  1.12372  3.76465  0.91165  0.4559
H  1.46271  2.21149  1.70421  0.3010
H  0.81661  2.26430  0.02408  -0.1294
S  3.15521  2.89138  0.13107  -0.1789
C  3.81929  1.26177  0.22381  0.5880
C  3.08781  0.13718  0.57540  0.0013
C  3.70780  -1.10584  0.64479  0.3026
C  5.05566  -1.22491  0.34468  -0.7232
C  5.78545  -0.10152  -0.01550  -0.6629
C  5.17614  1.13294  -0.07669  -0.6637
H  5.73524  2.01388  -0.35186  0.3858
H  6.83593  -0.19346  -0.24767  0.3696
H  5.53674  -2.19061  0.39762  0.3337
C  2.88112  -2.31513  1.00526  -1.1686
N  1.84360  -2.53528  0.01561  -0.1537
C  0.56170  -2.17279  0.23039  0.1203
O  0.13599  -1.87447  1.32640  -0.6418
C  -0.31481  -2.21485  -1.02736  0.4068
C  -1.72559  -1.72530  -0.65986  -1.7610
N  -1.71662  -0.30536  -0.40980  1.1062
C  -1.12723  0.50874  -1.30704  0.5889
O  -0.95313  1.70170  -1.12953  -0.7448
C  -0.66933  -0.21967  -2.55529  -1.2541
C  0.28214  -1.35216  -2.15951  -0.7390
H  1.22042  -0.89640  -1.83277  0.4835
H  0.49865  -1.96419  -3.03741  0.2371
H  -0.16485  0.49014  -3.21078  0.4106
H  -1.53984  -0.61718  -3.08121  0.3507
C  -2.15169  0.21972  0.86738  -1.9468
H  -1.82420  -0.46555  1.65291  0.5797
C  -3.66445  0.46634  0.96332  0.7603
C  -4.15636  1.37541  -0.16302  -0.7079
C  -5.63484  1.70266  0.02209  -0.8973
C  -6.46560  0.42352  0.06743  -0.6095
C  -5.96693  -0.49841  1.17626  -0.9487
C  -4.48841  -0.82154  0.97479  -0.7357
H  -4.36961  -1.34466  0.02423  0.2010
H  -4.14027  -1.48055  1.77373  0.3665
H  -6.55111  -1.42142  1.18433  0.3768
H  -6.10282  -0.00867  2.14323  0.4145
H  -7.51753  0.66722  0.23100  0.3412
H  -6.38810  -0.09207  -0.89299  0.3006
H  -5.97848  2.34045  -0.79484  0.3816
H  -5.76931  2.25424  0.95550  0.3827
H  -4.01515  0.87257  -1.12266  0.2257
H  -3.56521  2.29213  -0.18307  0.3651
H  -3.82908  0.97974  1.91792  0.3609
H  -1.63757  1.17652  0.99555  0.4931
H  -2.42014  -1.97427  -1.47170  0.4263
H  -2.05198  -2.23208  0.24831  0.5083
H  -0.38244  -3.26168  -1.34116  0.5604
H  2.15310  -2.72712  -0.92419  0.3499
H  3.51047  -3.20638  1.07423  0.4494
H  2.36727  -2.16075  1.95806  0.3211
H  2.03505  0.20732  0.80277  0.4229

# 2
A single C21H30N2O3 molecule. Source: the Open Molecules 2025 dataset; level of theory: the ωB97M-V functional and the def2-TZVPD basis.

The calculation puts the energy above the lowest of the compared OMol25 structures with the same formula, charge and spin at 25.94 kcal per mole. Its LUMO energy is 0.824 eV. The value obtained for the highest occupied orbital energy is -7.97 eV.

Each line ends with the Mulliken charge.
CARTESIAN COORDINATES (ANGSTROEM)
C  5.82057  -1.55775  -2.57536  -1.1551
C  7.03930  -1.71900  -1.67362  -0.4793
C  6.78967  -1.25744  -0.23808  -0.5375
C  6.62513  0.25571  -0.11295  -0.2656
C  6.31678  0.66124  1.33042  -0.8857
O  5.11417  0.09671  1.81007  -0.4708
C  3.91869  0.56016  1.35508  0.6953
C  3.72918  1.70252  0.58240  -0.2559
C  2.45391  2.07975  0.20437  -1.0944
C  1.34539  1.33158  0.58343  0.5651
C  1.53046  0.18900  1.35962  -0.4139
C  2.80057  -0.18577  1.73628  -0.7455
H  2.95771  -1.06592  2.33927  0.4196
H  0.67596  -0.39465  1.65888  0.4895
N  0.08189  1.75820  0.17244  -0.0321
C  -1.12914  1.22388  0.39788  0.6698
O  -1.40883  0.21155  1.01766  -0.7483
C  -2.21691  2.08139  -0.26353  0.4757
O  -1.93424  3.08188  -0.90501  -0.7581
N  -3.43673  1.60324  -0.02602  -0.0204
H  -3.48194  0.72763  0.48584  0.2222
C  -4.65748  2.11842  -0.58816  -0.8162
H  -4.39044  2.97391  -1.21261  0.4329
H  -5.31052  2.46029  0.22235  0.3373
C  -5.37028  1.03899  -1.41766  -1.2167
C  -5.67741  -0.16572  -0.56878  0.5800
C  -4.86691  -1.21582  -0.52964  -0.3123
C  -5.08466  -2.42193  0.32952  -0.6703
C  -6.50097  -2.46543  0.89557  -0.7382
C  -6.88791  -1.08760  1.42008  -0.8052
C  -6.92729  -0.09246  0.26392  -0.4694
H  -7.78940  -0.30751  -0.37679  0.3265
H  -7.05894  0.92296  0.64607  0.3415
H  -6.14943  -0.76268  2.15624  0.2991
H  -7.86153  -1.12585  1.91244  0.3279
H  -7.19955  -2.75696  0.10830  0.3157
H  -6.56209  -3.20883  1.69238  0.3210
H  -4.35535  -2.39891  1.14682  0.2651
H  -4.88115  -3.32527  -0.25114  0.3651
H  -3.97026  -1.23153  -1.13593  0.3334
H  -6.29173  1.46263  -1.82065  0.3788
H  -4.72436  0.75540  -2.25014  0.3377
H  0.03962  2.61131  -0.38416  0.1710
H  2.31808  2.96926  -0.39427  0.3590
H  4.56169  2.31447  0.27308  0.3357
H  6.30312  1.75380  1.43357  0.3634
H  7.08542  0.26378  1.99952  0.4252
H  7.54133  0.75976  -0.42716  0.4148
H  5.81153  0.58875  -0.75792  0.1898
H  7.62887  -1.57122  0.38770  0.3107
H  5.89044  -1.74296  0.14650  0.2494
H  7.32193  -2.77395  -1.65272  0.3207
H  7.87993  -1.16063  -2.09249  0.2918
H  4.96087  -2.06790  -2.14622  0.2918
H  5.56478  -0.50999  -2.71063  0.3043
H  6.01847  -1.98449  -3.55605  0.3641

# 3
2 unconnected molecules or ions with the total composition C21H30NO5 in a non-equilibrium geometry. Source: the Open Molecules 2025 dataset; level of theory: the ωB97M-V functional and the def2-TZVPD basis.

The calculation puts the energy above the lowest of the compared OMol25 structures with the same formula, charge and spin at 0.00 kcal per mole. The total charge is +1. Its LUMO energy is -2.759 eV. The value obtained for the highest occupied orbital energy is -10.73 eV.

Each line ends with the Mulliken charge.
CARTESIAN COORDINATES (ANGSTROEM)
C  0.84763  -0.48229  -1.27431  -0.7423
C  -0.19127  0.11025  -0.26201  0.6886
O  -1.25533  -0.42740  -0.10731  -0.5608
O  0.08211  1.23857  0.52958  -0.3327
C  0.71858  2.24459  -0.31601  -0.1580
C  0.74913  3.59977  0.46499  -1.0743
C  -0.67468  4.28775  0.59630  -0.5980
C  -1.23813  4.61824  -0.84682  -0.9388
C  -2.57095  3.89667  -1.21682  0.6175
C  -2.81192  3.66113  -2.54213  -0.6135
C  -4.09162  3.00075  -3.09803  0.0494
O  -4.37188  3.16105  -4.26836  -0.5642
C  -4.96422  2.20338  -2.11053  0.3936
C  -5.96944  1.30483  -2.64768  -0.4370
C  -6.82402  0.56203  -1.72853  -0.4855
C  -6.61760  0.77035  -0.28760  -0.4100
C  -5.59726  1.68653  0.24882  -0.6187
C  -4.74926  2.42728  -0.66983  0.4795
C  -3.66496  3.45977  -0.21779  0.4130
O  -3.77159  3.89508  0.91067  -0.5694
H  1.84525  -0.45441  -0.75549  0.2128
H  0.54791  -1.53400  -1.50298  0.2104
H  0.93876  0.09382  -2.22699  0.3445
H  0.14933  2.29145  -1.28178  0.2580
H  1.77870  1.96291  -0.55351  0.3001
H  1.20456  3.47077  1.48334  0.3825
H  1.44381  4.28452  -0.10424  0.3616
H  -1.37132  3.71894  1.25475  0.4013
H  -0.47502  5.27813  1.09937  0.2945
H  -1.38727  5.73016  -0.92034  0.4660
H  -0.46892  4.32397  -1.61310  0.3974
H  -2.04692  3.98302  -3.29215  0.3367
H  -6.05331  1.19853  -3.75779  0.3824
H  -7.60374  -0.11310  -2.14425  0.3702
H  -7.29719  0.19818  0.38996  0.3387
H  -5.50023  1.81114  1.35244  0.4054
C  5.05050  -2.96466  1.03640  -0.8688
N  4.23872  -3.85686  1.94960  -0.0980
C  4.52576  -3.44575  3.37165  -0.8657
C  4.66811  -5.28369  1.75730  -0.8826
C  2.73496  -3.68832  1.71114  -0.5986
C  2.25013  -4.07987  0.31873  -0.5521
O  2.87913  -3.28060  -0.67098  -0.4725
H  6.07105  -2.92923  1.41922  0.3808
H  5.07166  -3.39256  0.03987  0.3989
H  4.61081  -1.96995  1.03977  0.3576
H  5.59127  -3.56879  3.55976  0.3919
H  3.94860  -4.08445  4.03881  0.3889
H  4.23659  -2.40271  3.49295  0.3894
H  4.52404  -5.56164  0.71559  0.3790
H  4.06729  -5.91582  2.41026  0.3524
H  5.72381  -5.36260  2.01414  0.3915
H  2.51917  -2.63468  1.89827  0.4347
H  2.23046  -4.29739  2.46291  0.3467
H  1.16973  -3.92080  0.26521  0.3981
H  2.44583  -5.13669  0.11618  0.4384
H  2.70462  -3.68534  -1.53066  0.2889

# 4
A molecular structure, C21H31B2F4HgN6O7S. Source: the Open Molecules 2025 dataset; level of theory: the ωB97M-V functional and the def2-TZVPD basis.

The calculation puts the energy above the lowest of the compared OMol25 structures with the same formula, charge and spin at 9.87 kcal per mole. Its LUMO energy (spin up / spin down) is -0.128 / -0.541 eV. As for the spin multiplicity: 2. The value obtained for the highest occupied orbital energy (spin up / spin down) is -7.26 / -8.75 eV.

Each line ends with the Löwdin spin population.
CARTESIAN COORDINATES (ANGSTROEM)
Hg  -0.21339  0.09695  0.88649  0.0052
C  4.09966  0.76251  0.98303  0.0000
C  3.04300  0.79064  -0.07581  0.0000
N  2.27257  1.76847  -0.35622  -0.0001
O  2.49220  2.85494  0.53173  0.0000
B  2.21089  4.08020  0.01812  0.0000
F  1.98014  4.30600  -1.26938  0.0001
F  2.26990  5.11518  0.84522  0.0000
O  -0.25951  3.56062  0.36500  0.0081
N  -1.13896  2.20769  -1.36307  0.1435
C  -2.29302  1.49217  -1.54895  0.3017
C  -3.56044  2.23804  -1.80206  0.0444
C  -2.22845  0.09251  -1.52618  0.0676
N  -1.14033  -0.43835  -0.99212  0.2925
O  -1.03723  -1.80702  -1.08752  0.0563
B  0.03641  -2.27068  -2.02154  0.0072
F  -0.12613  -3.64882  -2.10591  0.0004
F  -0.10656  -1.62177  -3.24421  0.0012
O  1.40906  -2.06312  -1.48008  0.0003
N  1.60176  -0.80488  -0.99007  0.0022
C  2.82058  -0.47773  -0.82432  0.0001
C  3.99901  -1.32340  -1.19417  0.0000
C  -3.30915  -0.76449  -2.10663  0.0040
H  4.23768  1.73245  1.44537  0.0000
H  3.81638  0.02810  1.74293  0.0000
H  5.04320  0.42371  0.55437  0.0000
H  -3.58357  3.17960  -1.25151  0.0048
H  -3.66965  2.48351  -2.86341  0.0178
H  -4.42207  1.64810  -1.49835  0.0022
H  3.68184  -2.11116  -1.87099  0.0000
H  4.76730  -0.71743  -1.67699  0.0000
H  4.44592  -1.77353  -0.30337  0.0000
H  -3.88077  -0.22711  -2.85955  -0.0002
H  -2.86772  -1.65086  -2.55453  -0.0009
H  -3.98548  -1.09190  -1.31266  0.0024
S  -3.17113  4.59622  2.53862  0.0002
C  -2.88372  2.87100  2.34078  0.0039
N  -2.12922  2.47802  1.39727  0.0004
C  -1.63171  3.59396  0.68067  0.0018
C  -1.12900  3.48521  -0.75642  0.0131
C  -1.23090  4.69331  -1.56951  0.0049
C  -1.61020  5.86218  -1.01905  0.0005
C  -2.13162  5.96807  0.32271  0.0028
C  -2.22608  4.87000  1.09329  -0.0004
H  -3.36187  2.18302  3.02747  0.0001
H  -0.26056  1.69924  -1.33400  0.0028
H  -1.01985  4.60457  -2.62651  0.0008
H  -1.63855  6.75063  -1.63619  0.0000
H  -2.56087  6.90927  0.63937  0.0002
N  1.99004  -4.82920  0.30396  0.0000
C  3.02725  -4.66304  1.31199  0.0000
C  3.09570  -3.20634  1.76849  0.0000
O  3.97953  -2.76190  2.45290  0.0000
O  2.09003  -2.46366  1.31602  -0.0001
H  1.53193  -5.72654  0.34724  0.0000
H  2.31558  -4.67551  -0.64176  0.0000
H  1.56973  -3.05417  0.71766  0.0000
H  4.03285  -4.96025  1.00734  0.0000
H  2.77422  -5.25088  2.19545  0.0000
C  -3.62968  -3.50775  0.90684  0.0001
C  -2.47933  -2.66123  1.38356  0.0004
C  -1.18551  -3.38240  1.64128  0.0005
O  -2.60333  -1.46530  1.54972  0.0003
H  -3.29200  -4.22708  0.15989  0.0001
H  -4.41958  -2.88016  0.50184  0.0001
H  -4.02257  -4.07254  1.75629  0.0000
H  -1.36453  -4.34376  2.12593  0.0001
H  -0.52034  -2.77087  2.24903  0.0000
H  -0.71882  -3.58059  0.67300  0.0002
C  0.63070  0.45692  2.74055  0.0055
H  1.19771  -0.41874  3.04920  0.0003
H  -0.16791  0.65760  3.45183  0.0000
H  1.29357  1.31862  2.68010  0.0005

no.,DFT total energy (a.u.)
1,-1476.45531
2,-1153.47997
3,-1248.82993
4,-2674.99107